1.
{
  "formula": "C25H22FN5O4S",
  "method": "wB97M-V/def2-TZVPD",
  "homo_energy_ev": -8.280,
  "fmax_ev_per_a": 0.93,
  "smiles": "[H]/N=C1/C(=C/c2ccc(OCc3ccccc3F)cc2)C(=O)N=C2SC(CC(=O)N3CCOCC3)=NN21",
  "lumo_energy_ev": -0.718,
  "e_tot_ha": -2038.64396,
  "symbols": ["N", "C", "N", "C", "N", "C", "O", "C", "C", "C", "C", "C", "C", "C", "C", "H", "H", "O", "C", "C", "C", "C", "C", "C", "C", "F", "H", "H", "H", "H", "H", "H", "H", "H", "H", "S", "C", "N", "C", "H", "H", "C", "O", "N", "C", "H", "C", "O", "C", "H", "C", "H", "H", "H", "H", "H", "H", "H"],
  "xyz": [[-1.38537, -0.08066, 2.13206], [-1.45621, -0.95868, 1.22642], [-2.68335, -1.36107, 0.66344], [-2.71840, -2.25242, -0.37288], [-1.73458, -2.93527, -0.79450], [-0.48736, -2.80649, -0.20114], [0.34060, -3.66918, -0.39024], [-0.27032, -1.60919, 0.65498], [0.91448, -1.02653, 1.00327], [2.29007, -1.20972, 0.64448], [3.19505, -0.25867, 1.14743], [4.53884, -0.29616, 0.85166], [5.03898, -1.30676, 0.02998], [4.15348, -2.26674, -0.47258], [2.81450, -2.22563, -0.17182], [2.16211, -2.99339, -0.55194], [4.55412, -3.04981, -1.09690], [6.33536, -1.45353, -0.32952], [7.29347, -0.54082, 0.15777], [7.15031, 0.85182, -0.40714], [6.50868, 1.09080, -1.61452], [6.39582, 2.37678, -2.11350], [6.92940, 3.44672, -1.41571], [7.57902, 3.23326, -0.21196], [7.67776, 1.94340, 0.27129], [8.30513, 1.73595, 1.45272], [8.00524, 4.04605, 0.35427], [6.84249, 4.44902, -1.80551], [5.89037, 2.54195, -3.05237], [6.09416, 0.25663, -2.16011], [8.25660, -0.96116, -0.15436], [7.27927, -0.50762, 1.25527], [5.18721, 0.46484, 1.25648], [2.82508, 0.53589, 1.77941], [0.76462, -0.18762, 1.67761], [-4.36303, -2.35490, -0.97323], [-4.81985, -1.19400, 0.28074], [-3.85314, -0.79556, 1.01300], [-6.21021, -0.70591, 0.40189], [-6.90385, -1.50816, 0.14776], [-6.40723, -0.35712, 1.41487], [-6.46166, 0.41326, -0.63112], [-7.13377, 0.19311, -1.61568], [-5.87281, 1.60242, -0.40162], [-5.14972, 2.03550, 0.77409], [-4.97651, 1.21508, 1.46462], [-5.94269, 3.15969, 1.45779], [-6.17366, 4.23030, 0.57545], [-6.88574, 3.80711, -0.56630], [-7.00464, 4.68905, -1.19650], [-6.12759, 2.70623, -1.31269], [-6.71291, 2.33232, -2.15267], [-5.16892, 3.09564, -1.67019], [-7.87791, 3.43137, -0.27351], [-5.37882, 3.57012, 2.29665], [-6.90156, 2.75877, 1.82328], [-4.17988, 2.43233, 0.45164], [-2.28066, 0.29523, 2.42641]]
}


2.
{
  "formula": "C25H22I2MoN4O3STe4",
  "method": "wB97M-V/def2-TZVPD",
  "homo_energy_ev": [-6.602, -6.588],
  "fmax_ev_per_a": 1.98,
  "lumo_energy_ev": [-1.381, -1.453],
  "e_tot_ha": -3544.54891,
  "symbols": ["Mo", "I", "C", "C", "C", "I", "C", "O", "C", "C", "N", "C", "C", "C", "C", "C", "C", "N", "C", "H", "H", "H", "H", "H", "H", "H", "H", "H", "H", "H", "Te", "Te", "Te", "Te", "C", "C", "C", "C", "C", "C", "C", "S", "O", "O", "N", "C", "C", "C", "C", "C", "N", "H", "H", "H", "H", "H", "H", "H", "H", "H", "H", "H"],
  "xyz": [[0.31600, -0.05127, 0.45956], [-6.16134, 3.86598, -1.78319], [-4.34610, 3.12187, -0.98369], [-3.66087, 3.86435, -0.03371], [-2.52465, 3.32084, 0.50391], [-1.37261, 4.32980, 1.94487], [-2.04676, 2.02942, 0.18259], [-1.05543, 1.57291, 0.85961], [-2.73719, 1.33009, -0.83529], [-2.34137, -0.06287, -1.25755], [-0.90275, -0.27258, -1.44639], [-0.30940, 0.52388, -2.52853], [0.36152, 1.74396, -1.95688], [0.35867, 2.95667, -2.62149], [0.99145, 4.05925, -2.05861], [1.58550, 3.89329, -0.81644], [1.53508, 2.65790, -0.20270], [0.94436, 1.57243, -0.74615], [-3.87553, 1.88985, -1.39648], [-4.01628, 4.83423, 0.28098], [-2.88536, -0.30562, -2.18765], [-2.67366, -0.78229, -0.48911], [-0.78020, -1.26702, -1.64728], [-1.06525, 0.80946, -3.27197], [0.45763, -0.08479, -3.03576], [-0.13866, 3.03715, -3.57597], [1.02050, 5.00462, -2.57607], [2.09693, 4.70402, -0.32210], [1.99246, 2.53341, 0.77252], [-4.41878, 1.33545, -2.14962], [2.16183, 0.07130, 2.42754], [4.44197, 0.84637, 1.22227], [4.15459, -0.06015, -1.33267], [2.02816, -1.74440, -0.90567], [-5.92185, -3.87393, -3.21044], [-4.70721, -3.68575, -2.35985], [-3.47637, -3.42053, -2.95387], [-2.34074, -3.29187, -2.17758], [-2.41831, -3.40997, -0.79902], [-3.63495, -3.66149, -0.19468], [-4.77269, -3.79028, -0.97453], [-0.87717, -3.40067, 0.11721], [-0.91866, -4.43712, 1.09938], [0.12382, -3.45658, -0.92292], [-0.66746, -1.95953, 0.82035], [-1.15099, -1.62511, 2.03782], [-2.07193, -2.27125, 2.86713], [-2.46832, -1.62070, 4.02125], [-1.96588, -0.35084, 4.31204], [-1.04219, 0.20531, 3.45362], [-0.62727, -0.42954, 2.36032], [-6.25408, -2.92086, -3.62201], [-6.73543, -4.30684, -2.63715], [-5.69803, -4.53502, -4.04463], [-3.40053, -3.33890, -4.02964], [-1.37091, -3.16446, -2.63498], [-3.68997, -3.76984, 0.87647], [-5.72143, -3.99921, -0.50204], [-2.43478, -3.25122, 2.60142], [-3.17899, -2.08970, 4.68554], [-2.28136, 0.18356, 5.19390], [-0.60646, 1.17923, 3.63483]]
}


3.
{
  "formula": "C25H22N2O2",
  "method": "wB97M-V/def2-TZVPD",
  "homo_energy_ev": -8.327,
  "de_lowest_kcal_mol": 65.3,
  "fmax_ev_per_a": 1.79,
  "smiles": "O=C1C(=Cc2ccccc2)C(=O)c2ccccc21.c1cc(N2CCCC2)ccn1",
  "lumo_energy_ev": -0.438,
  "e_tot_ha": -1225.81832,
  "symbols": ["C", "C", "C", "C", "C", "C", "C", "O", "C", "C", "C", "C", "C", "C", "C", "C", "C", "O", "H", "H", "H", "H", "H", "H", "H", "H", "H", "H", "C", "C", "C", "N", "C", "C", "C", "N", "C", "C", "C", "H", "H", "H", "H", "H", "H", "H", "H", "H", "H", "H", "H"],
  "xyz": [[4.82715, -2.35534, -3.75084], [3.45174, -2.57284, -3.67568], [2.63081, -1.49757, -3.35699], [3.16128, -0.21639, -3.17554], [4.51973, 0.02516, -3.33146], [5.36022, -1.05832, -3.58871], [2.06885, 0.76006, -2.89283], [2.19669, 1.95921, -2.68952], [0.80645, -0.03229, -2.90237], [-0.41013, 0.52958, -2.73794], [-1.66576, -0.16797, -2.89071], [-1.96143, -1.36165, -2.18450], [-3.14404, -2.04496, -2.45756], [-4.03857, -1.58163, -3.43762], [-3.77427, -0.36563, -4.08451], [-2.63747, 0.36535, -3.76967], [1.14070, -1.45554, -3.24257], [0.40009, -2.41656, -3.40887], [5.49842, -3.18279, -3.95294], [3.00489, -3.54978, -3.84359], [4.87893, 1.04649, -3.23780], [6.42944, -0.90012, -3.67642], [-0.44609, 1.61031, -2.59475], [-1.26492, -1.73158, -1.42417], [-3.35580, -2.97821, -1.92530], [-4.92771, -2.15895, -3.70568], [-4.45031, 0.01927, -4.84892], [-2.42827, 1.33933, -4.22961], [-0.13571, 0.93163, 6.66920], [-1.58461, 1.40438, 6.54376], [-1.86186, 1.60370, 5.04055], [-0.59942, 1.36393, 4.34143], [-0.54239, 1.15896, 2.95212], [-0.70276, 2.20252, 1.99687], [-0.62591, 1.90001, 0.62975], [-0.54039, 0.65658, 0.13689], [-0.43102, -0.33419, 1.02631], [-0.36521, -0.13729, 2.40913], [0.38128, 0.72848, 5.23689], [0.46830, 1.67690, 7.19207], [-0.08038, 0.00004, 7.23470], [-2.25667, 0.64544, 6.95384], [-1.74816, 2.33574, 7.09236], [-2.61379, 0.85783, 4.71464], [-2.26254, 2.60871, 4.84903], [-0.89183, 3.23287, 2.28578], [-0.66555, 2.68920, -0.12334], [-0.38654, -1.34911, 0.63356], [-0.25860, -1.00191, 3.06292], [1.39482, 1.15709, 5.13248], [0.43830, -0.35814, 5.00616]]
}


4.
{
  "formula": "C25H22N2O4",
  "method": "wB97M-V/def2-TZVPD",
  "homo_energy_ev": -8.506,
  "de_lowest_kcal_mol": 4.1,
  "fmax_ev_per_a": 0.92,
  "smiles": "O=C(N[C@@H](Cc1ccccc1)C(=O)O)/C(=C/c1ccccc1)NC(=O)c1ccccc1",
  "lumo_energy_ev": 0.025,
  "e_tot_ha": -1376.40307,
  "symbols": ["O", "C", "N", "H", "C", "C", "O", "O", "H", "H", "C", "C", "C", "C", "C", "C", "C", "H", "H", "H", "H", "H", "H", "H", "C", "C", "C", "C", "C", "C", "C", "C", "H", "H", "H", "H", "H", "H", "N", "C", "O", "C", "C", "C", "C", "C", "C", "H", "H", "H", "H", "H", "H"],
  "xyz": [[-0.79399, -2.97563, 1.28293], [-0.57268, -1.82131, 0.95257], [-1.49983, -0.85417, 1.03421], [-1.32297, 0.05793, 0.61062], [-2.85020, -1.22412, 1.37659], [-3.44739, -2.07536, 0.25774], [-3.03854, -2.11906, -0.86788], [-4.50369, -2.77318, 0.68202], [-4.86022, -3.31351, -0.04100], [-2.81448, -1.85555, 2.27367], [-3.73065, 0.01349, 1.63028], [-4.26880, 0.59049, 0.34751], [-5.51607, 0.19307, -0.11947], [-6.01066, 0.68029, -1.31568], [-5.26272, 1.57482, -2.06151], [-4.02380, 1.98240, -1.59946], [-3.52940, 1.49628, -0.40156], [-2.56409, 1.82709, -0.05189], [-3.43646, 2.68283, -2.17501], [-5.64622, 1.95361, -2.99763], [-6.98162, 0.36108, -1.66635], [-6.10481, -0.50401, 0.46088], [-3.12840, 0.75334, 2.16023], [-4.56196, -0.28618, 2.27002], [0.79628, -1.43958, 0.46398], [1.57472, -2.45783, 0.04924], [2.94519, -2.39076, -0.43448], [3.82316, -3.42701, -0.10407], [5.14165, -3.39471, -0.51181], [5.60944, -2.33708, -1.27656], [4.74282, -1.32172, -1.64331], [3.42347, -1.34424, -1.22803], [2.74952, -0.57202, -1.57064], [5.09338, -0.50756, -2.26086], [6.63999, -2.31318, -1.59766], [5.80856, -4.19917, -0.23860], [3.45889, -4.25103, 0.49144], [1.14127, -3.44470, 0.13480], [1.35249, -0.15168, 0.55270], [0.87242, 1.11030, 0.43635], [-0.29958, 1.41128, 0.26101], [1.92863, 2.15950, 0.50255], [3.10960, 2.01105, 1.22607], [4.04288, 3.03173, 1.24206], [3.81223, 4.20244, 0.53777], [2.63337, 4.36158, -0.17194], [1.69351, 3.34872, -0.18323], [0.76604, 3.45698, -0.72508], [2.44587, 5.27639, -0.71364], [4.54796, 4.99259, 0.55042], [4.95383, 2.91356, 1.80981], [3.29619, 1.11880, 1.80774], [2.36589, -0.20728, 0.55218]]
}